ORCA calculation (the ωB97M-V functional and the def2-TZVPD basis) on a structure of composition C19H22BrCl2GeIrN5O6 in a non-equilibrium geometry.

```
57
C19H22BrCl2GeIrN5O6 | OMol25 | the ωB97M-V functional and the def2-TZVPD basis
Ir 0.2834 0.5941 0.2800
N 3.1127 -0.6332 0.5853
N 3.0042 -0.8670 1.9302
C 1.8658 -0.7114 2.6740
N 2.1559 -1.0086 3.9715
N 0.6913 -0.3947 2.1289
N -0.4126 -0.3009 3.0199
O -1.4351 0.0629 2.5202
O -0.3174 -0.5755 4.2138
H 2.9235 -1.4352 -0.0023
H 3.9703 -0.1515 0.3784
H 3.6204 -1.5546 2.3380
H 3.0935 -0.7672 4.2454
H 1.4137 -0.8369 4.6307
Cl -4.1235 6.1899 1.6333
C -2.8040 5.0489 1.5651
C -2.0032 4.8679 2.6993
C -0.9573 3.9874 2.6596
Cl 0.0292 3.7764 4.0730
C -0.6269 3.1972 1.5088
O 0.3862 2.4363 1.5121
C -1.4928 3.4128 0.3733
C -1.3118 2.7340 -0.8812
O -0.5429 1.8084 -1.1591
C -2.5491 4.3390 0.4242
H -2.2081 5.4243 3.6036
H -1.9441 3.1029 -1.7004
H -3.1678 4.4826 -0.4535
C 0.9008 -0.2931 -4.3723
Ge 1.6705 -0.0165 -2.5700
C 3.3935 -0.9979 -2.5742
C 2.1542 1.8848 -2.4402
C 0.4184 -0.7719 -1.1972
H 1.5871 0.0353 -5.1561
H -0.0270 0.2739 -4.4674
H 0.6716 -1.3482 -4.5323
H 3.8632 -0.9100 -3.5557
H 3.2494 -2.0554 -2.3495
H 4.0888 -0.5702 -1.8538
H 3.0943 2.0535 -2.9727
H 2.2686 2.1639 -1.3933
H 1.3850 2.5185 -2.8801
H -0.5400 -0.9631 -1.7016
Br -5.7527 -3.6797 0.2479
C -3.8812 -3.5046 -0.0551
C -3.1997 -4.5485 -0.6623
C -1.8387 -4.4203 -0.8703
C -1.1648 -3.2552 -0.5033
C -1.8717 -2.2233 0.1105
C -3.2338 -2.3504 0.3422
C 0.3238 -3.2541 -0.7130
O 0.9262 -4.3124 -0.7038
O 0.9903 -2.1407 -0.9294
H -3.7255 -5.4456 -0.9584
H -1.2727 -5.2256 -1.3177
H -1.3565 -1.3188 0.4256
H -3.7753 -1.5526 0.8313
```

Calculated values
Total energy (hartree): -7137.98554
Strongest force on any atom (Eh/bohr): 0.0204
HOMO (spin up / spin down) (eV): -3.03 / -3.03
Charge: -1
E_LUMO (spin up / spin down) (eV): 2.4 / 2.4
Frontier orbital gap (spin up / spin down) (eV): 5.451 / 5.451

Now the Löwdin charges, all in e: number 1, Ir, carries 0.8749; number 2, N, carries 0.0310; number 3, N, carries -0.0355; number 4, C, carries -0.3493; number 5, N, carries 0.1558; number 6, N, carries 0.0254; number 7, N, carries -0.4012; number 8, O, carries 0.0574; number 9, O, carries 0.0122; number 10, H, carries 0.0652; number 11, H, carries 0.0835; number 12, H, carries 0.1397; number 13, H, carries 0.1061; number 14, H, carries 0.0698; number 15, Cl, carries 0.6078; number 16, C, carries -0.6856; number 17, C, carries -0.1418; number 18, C, carries -0.5805; number 19, Cl, carries 0.6697; number 20, C, carries -0.4152; number 21, O, carries -0.1916; number 22, C, carries -0.1249; number 23, C, carries -0.1854; number 24, O, carries -0.1676; number 25, C, carries -0.0842; number 26, H, carries 0.0989; number 27, H, carries 0.1275; number 28, H, carries 0.1075; number 29, C, carries -0.2337; number 30, Ge, carries 0.8129; number 31, C, carries -0.2262; number 32, C, carries -0.2402; number 33, C, carries -0.4877; number 34, H, carries 0.0047; number 35, H, carries 0.0078; number 36, H, carries 0.0096; number 37, H, carries 0.0105; number 38, H, carries 0.0133; number 39, H, carries -0.0081; number 40, H, carries 0.0093; number 41, H, carries -0.0018; number 42, H, carries 0.0062; number 43, H, carries 0.0402; number 44, Br, carries 0.6909; number 45, C, carries -0.6877; number 46, C, carries -0.1326; number 47, C, carries -0.0195; number 48, C, carries -0.1162; number 49, C, carries -0.0243; number 50, C, carries -0.1092; number 51, C, carries -0.4862; number 52, O, carries 0.0632; number 53, O, carries -0.1298; number 54, H, carries 0.0935; number 55, H, carries 0.1161; number 56, H, carries 0.0511; number 57, H, carries 0.1039

ORCA calculation (the ωB97M-V functional and the def2-TZVPD basis) on a structure of composition C29H28N2O5 in a non-equilibrium geometry.

```
64
C29H28N2O5 | OMol25 | the ωB97M-V functional and the def2-TZVPD basis
C -2.0815 -4.6690 -1.3374
C -0.7735 -4.1946 -0.7597
O -0.7316 -2.7666 -1.0850
C 0.1993 -2.1693 -0.3172
C 0.3582 -0.6374 -0.5320
C 2.0260 -0.5323 -0.1331
O 2.3096 0.0966 0.9005
C 3.1314 -1.2668 -0.7794
C 3.0065 -2.1752 -1.8400
C 4.0630 -3.0041 -2.2030
C 5.2864 -2.9238 -1.5029
N 6.3384 -3.8562 -1.7765
O 7.4080 -3.7513 -1.1255
O 6.1287 -4.7322 -2.6508
C 5.4644 -1.9478 -0.5036
C 4.4107 -1.1272 -0.1664
O 1.0290 -2.8139 0.2901
H -2.1893 -5.7529 -1.1893
H -2.9174 -4.1619 -0.8244
H -2.1352 -4.4324 -2.4128
H -0.7594 -4.2876 0.3332
H 0.0857 -4.7516 -1.1741
H 0.4031 -0.6913 -1.6574
H 2.0774 -2.2480 -2.3953
H 3.9746 -3.7524 -2.9924
H 6.4272 -1.8772 -0.0074
H 4.5472 -0.4017 0.6291
C -3.0892 -1.4350 0.5020
C -2.6310 -0.2618 1.2485
N -3.3296 0.2272 2.3127
C -4.4736 -0.4407 2.9369
C -2.7432 1.4052 2.7744
C -1.5975 1.6351 1.9574
C -0.8760 2.8167 2.2176
C -1.3016 3.6917 3.2444
C -2.4078 3.4020 4.0377
C -3.1503 2.2332 3.8214
C -1.5309 0.5549 0.9802
C -0.4505 0.3908 -0.0633
C -0.2723 1.7157 -0.7873
C -1.2771 2.7313 -0.8143
C -1.0275 4.0257 -1.2638
C 0.1993 4.3110 -1.8829
C 0.5011 5.7109 -2.3265
C 1.1168 3.2771 -2.1029
C 0.8518 1.9936 -1.5871
H -2.4904 -1.5461 -0.4022
H -2.9487 -2.3354 1.1138
H -4.1519 -1.3888 0.2247
H -4.7670 0.1668 3.7946
H -5.2979 -0.5035 2.2134
H -4.1843 -1.4474 3.2742
H 0.0003 3.0461 1.6431
H -0.7354 4.5993 3.4557
H -2.7262 4.0850 4.8270
H -4.0178 1.9467 4.4471
H 0.3660 -0.1089 0.7452
H -2.2783 2.5358 -0.4349
H -1.7502 4.8402 -1.1281
H 1.4381 5.7485 -2.8959
H -0.3074 6.1113 -2.9537
H 0.6032 6.3798 -1.4598
H 2.0579 3.4929 -2.6576
H 1.5921 1.2214 -1.7988
```

Calculated values
Total energy (hartree): -1607.35567
Strongest force on any atom (Eh/bohr): 0.1653
HOMO (eV): -7.39
E_LUMO (eV): -1.4
Frontier orbital gap (eV): 6.034

Now the Löwdin charges, all in e: number 1, C, carries -0.0707; number 2, C, carries -0.2077; number 3, O, carries -0.0188; number 4, C, carries -0.4271; number 5, C, carries -0.2007; number 6, C, carries -0.2346; number 7, O, carries 0.0831; number 8, C, carries -0.1291; number 9, C, carries -0.0015; number 10, C, carries 0.0294; number 11, C, carries -0.1422; number 12, N, carries -0.3098; number 13, O, carries 0.0589; number 14, O, carries 0.0560; number 15, C, carries 0.0236; number 16, C, carries 0.0202; number 17, O, carries 0.1204; number 18, H, carries 0.0850; number 19, H, carries 0.0729; number 20, H, carries 0.0881; number 21, H, carries 0.1272; number 22, H, carries 0.1342; number 23, H, carries 0.1627; number 24, H, carries 0.1212; number 25, H, carries 0.1227; number 26, H, carries 0.1224; number 27, H, carries 0.1244; number 28, C, carries -0.0137; number 29, C, carries -0.2234; number 30, N, carries -0.0636; number 31, C, carries -0.0030; number 32, C, carries -0.1588; number 33, C, carries -0.1157; number 34, C, carries -0.0109; number 35, C, carries -0.0914; number 36, C, carries -0.1080; number 37, C, carries -0.0241; number 38, C, carries -0.0789; number 39, C, carries -0.1569; number 40, C, carries -0.1280; number 41, C, carries -0.0305; number 42, C, carries -0.0358; number 43, C, carries -0.2939; number 44, C, carries -0.0655; number 45, C, carries -0.0327; number 46, C, carries -0.0209; number 47, H, carries 0.0747; number 48, H, carries 0.0938; number 49, H, carries 0.0946; number 50, H, carries 0.0727; number 51, H, carries 0.0930; number 52, H, carries 0.0978; number 53, H, carries 0.1057; number 54, H, carries 0.0979; number 55, H, carries 0.0991; number 56, H, carries 0.1033; number 57, H, carries 0.2119; number 58, H, carries 0.1202; number 59, H, carries 0.1216; number 60, H, carries 0.0736; number 61, H, carries 0.0817; number 62, H, carries 0.0847; number 63, H, carries 0.1195; number 64, H, carries 0.0999

ORCA calculation (the ωB97M-V functional and the def2-TZVPD basis) on a structure of composition C6H9N.

```
16
C6H9N | OMol25 | the ωB97M-V functional and the def2-TZVPD basis
C -1.7333 0.8043 0.6387
N -0.3627 0.3388 0.7135
C 0.0148 -1.0445 0.2293
C 0.0213 -0.5090 -1.2263
C 0.5215 0.7336 -0.4379
C 1.8498 0.2266 0.1197
C 1.5100 -0.9846 0.5630
H -2.1954 0.6712 1.6219
H -1.6893 1.8853 0.4593
H -2.3903 0.3550 -0.1266
H -0.5793 -1.9011 0.5579
H -0.9803 -0.3990 -1.6509
H 0.7011 -0.9735 -1.9458
H 0.4345 1.7612 -0.7994
H 2.7844 0.7699 0.2000
H 2.0934 -1.7340 1.0835
```

Calculated values
Total energy (hartree): -288.66911
Strongest force on any atom (Eh/bohr): 0.0075
HOMO (eV): -8.42
E_LUMO (eV): 1.2
Frontier orbital gap (eV): 9.613

Now the Löwdin charges, all in e: number 1, C, carries -0.1108; number 2, N, carries -0.1339; number 3, C, carries -0.2410; number 4, C, carries -0.0719; number 5, C, carries -0.2591; number 6, C, carries -0.0407; number 7, C, carries -0.0438; number 8, H, carries 0.0768; number 9, H, carries 0.0831; number 10, H, carries 0.0763; number 11, H, carries 0.1357; number 12, H, carries 0.0928; number 13, H, carries 0.1050; number 14, H, carries 0.1356; number 15, H, carries 0.0986; number 16, H, carries 0.0973

ORCA calculation (the ωB97M-V functional and the def2-TZVPD basis) on the molecule C3H6N2O4.

```
15
C3H6N2O4 | OMol25 | the ωB97M-V functional and the def2-TZVPD basis
N 1.7791 0.2083 0.2660
N 0.4535 -0.0679 -0.0827
C -0.6800 1.1122 -0.0607
O -0.7874 1.7718 -1.0719
O -0.5470 1.6698 1.2066
O -1.7881 -0.0332 0.1607
C 0.0725 -1.1126 -1.1272
C -0.3520 -1.3688 0.2370
O -0.3850 -2.1296 1.1460
H 2.4019 0.0518 -0.5165
H 2.0482 -0.3441 1.0726
H -0.4159 2.6154 1.0603
H -2.1176 0.0744 1.0654
H -0.5947 -0.7353 -1.8928
H 0.9126 -1.7122 -1.4627
```

Calculated values
Total energy (hartree): -528.26504
Strongest force on any atom (Eh/bohr): 0.0096
HOMO (eV): -9.54
SMILES string: N[N@@+]1(C([O-])(O)O)CC1=O
E_LUMO (eV): 0.5
Frontier orbital gap (eV): 10.063

Now the Löwdin charges, all in e: number 1, N, carries 0.1313; number 2, N, carries -0.1105; number 3, C, carries -0.6896; number 4, O, carries 0.0559; number 5, O, carries 0.0677; number 6, O, carries 0.0054; number 7, C, carries 0.0661; number 8, C, carries -0.3767; number 9, O, carries 0.1472; number 10, H, carries 0.1001; number 11, H, carries 0.1058; number 12, H, carries 0.1197; number 13, H, carries 0.1110; number 14, H, carries 0.1314; number 15, H, carries 0.1354

Question: Which of these has the lowest total energy?
Answer: C19H22BrCl2GeIrN5O6